# 1
A molecular structure, C13H28F6NNaO17S6 at a distorted geometry, computed with wB97M-V/def2-TZVPD.

The total energy is -135963.40052 eV. The spin multiplicity is 1. The value obtained for the energy above the lowest of the compared OMol25 structures with the same formula, charge and spin is 41.5 kcal/mol. The HOMO energy is -9.09 eV.

XYZ file:
```
72
C13H28F6NNaO17S6 (wB97M-V/def2-TZVPD)
Na -0.4989 1.1931 -0.6836
C -3.1884 1.6137 1.8445
F -1.9232 1.1663 1.8015
F -3.9595 0.5623 1.6052
F -3.5453 2.1957 2.9631
S -3.3435 2.9079 0.4506
O -4.7497 3.2277 0.3494
O -2.5236 4.0317 0.8392
N -2.6431 2.0010 -0.8748
S -3.7046 2.1776 -2.0318
O -4.8570 1.3739 -1.6803
O -3.8998 3.5103 -2.5286
C -2.8729 1.2348 -3.4311
F -2.5731 0.0013 -3.0375
F -3.6059 1.2082 -4.5235
F -1.7264 1.8780 -3.7381
O 1.3511 1.3679 0.9760
S 2.5839 0.7821 1.4341
O 3.8063 1.5391 1.5506
O 2.2644 0.1531 2.8671
C 3.2808 -0.4784 3.6562
C 3.2072 0.1038 5.0657
C 2.9217 -0.7224 0.4969
H 4.2911 -0.3119 3.2700
H 3.0922 -1.5466 3.5219
H 2.3376 -0.3320 5.5674
H 2.9470 1.1590 5.0126
H 4.0920 -0.0920 5.6634
H 2.1137 -1.3925 0.8109
H 3.8776 -1.0656 0.8798
H 2.7631 -0.6892 -0.5776
O 0.6298 -0.1687 -2.2299
S 0.9808 -1.2946 -3.0606
O 2.2981 -1.4281 -3.6113
O 0.7825 -2.5812 -2.0401
C 1.4645 -3.7981 -2.3270
C 0.5331 -4.8139 -3.0296
C -0.3467 -1.6667 -4.2172
H 1.7119 -4.2054 -1.3469
H 2.3399 -3.6650 -2.9586
H 0.6285 -4.6690 -4.1045
H -0.4525 -4.7964 -2.5689
H 0.8950 -5.8314 -2.8566
H -0.6433 -0.7311 -4.6852
H -1.1851 -2.0014 -3.6119
H -0.0311 -2.4462 -4.9024
O -0.8155 -1.1865 0.4153
S -1.0337 -2.4474 1.0881
O -1.8751 -3.4932 0.5401
O 0.4159 -3.0710 1.3347
C 0.5436 -4.4116 1.8873
C 1.7881 -4.4524 2.7591
C -1.5073 -2.0140 2.7972
H 0.6562 -5.0368 1.0010
H -0.3694 -4.7417 2.3797
H 1.8797 -5.4787 3.1157
H 1.6774 -3.7773 3.6071
H 2.6964 -4.1934 2.2193
H -0.6040 -1.6106 3.2431
H -1.8730 -2.9097 3.2983
H -2.3495 -1.3285 2.7749
C -0.4556 6.7589 -0.3131
C -1.3775 6.3811 -1.4819
O -0.5679 5.5963 -2.3396
S 0.6060 4.8453 -1.5503
O 1.8631 5.0756 -2.1784
O 0.2342 3.5027 -1.3144
O 0.4743 5.7000 -0.1606
H -1.1187 6.9337 0.5341
H 0.1226 7.6668 -0.4967
H -1.7271 7.2852 -1.9743
H -2.2036 5.7465 -1.1541
```



# 2
A molecular structure, C13H28GdNO4P2 at a distorted geometry, computed with wB97M-V/def2-TZVPD.

The total energy is -63019.59743 eV. The expectation value of S² is 15.813. The spin multiplicity is 8. The value obtained for the energy above the lowest of the compared OMol25 structures with the same formula, charge and spin is 174.5 kcal/mol. The HOMO energy (alpha / beta) is -4.66 / -6.70 eV.

XYZ file:
```
49
C13H28GdNO4P2 (wB97M-V/def2-TZVPD)
C 2.2634 -3.2431 1.2336
C 1.7737 -2.0159 0.8089
N 0.4688 -1.8053 0.4830
C -0.3748 -2.8569 0.5742
C -0.0092 -4.0605 1.1039
C 1.3299 -4.2935 1.4028
C 2.7822 -0.8919 0.7482
P 2.2148 0.7867 1.2568
Gd -0.4991 0.5190 -0.1175
P -2.4357 -1.3636 -0.8752
C -1.8835 -2.6951 0.3581
O 4.1460 -0.7683 -1.8269
O 2.2623 1.0716 -2.6653
H 3.3423 -3.3055 1.4176
H -0.7952 -4.7885 1.1944
H 1.6837 -5.2603 1.6119
C 2.5423 0.8686 3.0735
C 3.7275 1.6422 0.6440
H -2.3214 -3.6611 0.0325
H -2.2773 -2.3803 1.3559
H 3.2829 -0.8996 -0.3081
H 3.6462 -1.2087 1.4150
C -4.1250 -1.1409 -0.2610
C -2.6126 -2.3419 -2.4039
H 1.2617 1.0658 -2.4578
H 2.4734 2.0051 -2.3572
H 3.5225 -0.0493 -2.1453
H 3.7632 -1.5576 -2.2469
H -0.3502 1.4204 1.5579
H -0.4614 1.2816 -2.1256
H 3.6360 0.8298 3.1907
H 2.1709 1.8698 3.4009
H 2.0720 -0.0268 3.5282
H 4.5537 1.3269 1.2855
H 3.9434 1.3781 -0.4053
H 3.5617 2.7250 0.7888
H -3.4948 -2.9641 -2.2341
H -2.8163 -1.5710 -3.1733
H -1.7327 -2.9945 -2.5414
H -4.6762 -2.0114 -0.6493
H -4.1776 -1.0932 0.8421
H -4.4635 -0.1964 -0.7508
C -2.3030 3.9015 -0.9257
O -1.4693 2.6421 -0.8337
C -0.2768 2.5498 -1.4436
O 0.4629 3.4798 -1.7388
H -2.5804 4.1581 0.1015
H -3.1136 3.7014 -1.6405
H -1.6345 4.6459 -1.3392
```



# 3
A molecular structure, C13H28I2NO4PSb at a distorted geometry, computed with wB97M-V/def2-TZVPD.

The total energy is -55640.46718 eV. The spin multiplicity is 1. The HOMO energy is -4.75 eV. As for the charge: -1.

XYZ file:
```
50
C13H28I2NO4PSb (wB97M-V/def2-TZVPD)
C -0.5863 2.2272 3.8256
C -2.0663 1.9613 3.8914
O -2.5451 1.1785 4.6779
O -2.8988 2.6592 3.0872
C -2.4277 3.2218 1.8555
C -1.8835 2.2131 0.8421
C -2.6185 0.8646 0.7875
C -1.6477 -0.2945 0.4959
C -1.1444 -0.3094 -0.9568
Sb 0.9473 -1.0052 -0.9990
C 1.6675 0.8084 0.1024
O 1.6907 0.5748 1.5418
C 2.8204 -0.0001 2.0293
C 2.5750 -1.2400 2.8428
O 3.9187 0.4717 1.8376
P 1.3417 0.3528 -3.1869
N 1.0473 1.9232 -3.0465
C 0.2900 -2.9512 -1.9829
I 1.7195 -4.5125 -1.6219
C -0.1174 -2.8431 -3.4203
C 1.0144 -2.8766 -4.4408
I -1.5505 -4.4492 -3.9627
H -0.3339 3.2315 3.4922
H -0.1218 1.5154 3.1369
H -0.1881 2.0286 4.8192
H -1.6704 3.9861 2.0582
H -3.2966 3.7369 1.4439
H -0.8227 2.0428 1.0393
H -1.9551 2.7007 -0.1356
H -3.3985 0.8936 0.0192
H -3.1128 0.6574 1.7415
H -2.1565 -1.2375 0.7078
H -0.8040 -0.1871 1.1874
H -1.2107 0.6733 -1.4307
H -1.7559 -1.0031 -1.5439
H 2.6243 -1.5600 -1.0978
H 0.7016 -1.8254 0.5399
H 1.0442 1.6918 -0.0401
H 2.6820 1.0361 -0.2355
H 2.8076 -2.1073 2.2242
H 3.2172 -1.2192 3.7230
H 1.5312 -1.2987 3.1524
H 2.6863 0.1337 -3.5842
H 0.6388 -0.1339 -4.3188
H 0.7055 2.1443 -2.1191
H -0.5625 -3.2752 -1.3835
H -0.7320 -1.9520 -3.5524
H 0.7502 -2.3224 -5.3414
H 1.9082 -2.4255 -3.9939
H 1.2778 -3.8999 -4.7074
```



# 4
4 unconnected molecules or ions with the total composition C13H28NO13P at a distorted geometry, computed with wB97M-V/def2-TZVPD.

Its SMILES is CCOCCOPON=O.COC(=O)OC.COC(=O)OC.COC(=O)OC. The total energy is -51324.80171 eV. The spin multiplicity is 1. The HOMO energy is -9.20 eV.

XYZ file:
```
56
C13H28NO13P (wB97M-V/def2-TZVPD)
C 0.4177 2.2987 3.5246
C 1.2999 3.0093 2.2949
O 2.0857 1.9198 1.6717
C 3.5074 2.0080 2.0566
C 3.7865 1.7205 3.6610
O 5.2436 1.7849 3.8758
P 5.7603 3.3456 4.4503
O 4.5682 4.5569 4.0415
N 4.7801 5.6904 4.7418
O 4.2358 6.5638 4.0448
H 0.7621 1.1948 3.7082
H -0.7270 2.2631 3.2004
H 0.5747 2.9925 4.4601
H 0.5425 3.4938 1.5296
H 1.9729 3.8588 2.7373
H 4.0627 1.1447 1.4573
H 3.9475 3.0277 1.6725
H 3.1532 2.3900 4.3835
H 3.4749 0.5904 3.8828
H 7.0049 3.6459 3.7299
C 1.0984 1.1937 -0.5915
O 1.0310 0.2086 -1.6207
C -0.0993 0.2601 -2.3697
O -1.0171 1.0532 -2.2294
O -0.0316 -0.7237 -3.3019
C -1.1624 -0.7898 -4.1685
H 2.0426 1.0597 -0.0566
H 1.0855 2.2011 -1.0200
H 0.2775 1.0643 0.1212
H -1.2657 0.1383 -4.7399
H -2.0737 -0.9986 -3.5987
H -1.0013 -1.6109 -4.8723
C 0.4364 -4.2323 -5.3757
O 0.3690 -5.2174 -6.4049
C -0.7613 -5.1659 -7.1539
O -1.6791 -4.3727 -7.0136
O -0.6936 -6.1497 -8.0861
C -1.8244 -6.2158 -8.9527
H 1.3806 -4.3663 -4.8408
H 0.4235 -3.2249 -5.8042
H -0.3845 -4.3617 -4.6630
H -1.9277 -5.2877 -9.5241
H -2.7357 -6.4246 -8.3829
H -1.6633 -7.0369 -9.6565
C -3.6949 0.7127 1.8902
O -4.5482 0.0198 2.7991
C -4.1831 0.1293 4.1014
O -3.2215 0.7500 4.5270
O -5.0734 -0.5714 4.8483
C -4.8125 -0.5452 6.2502
H -4.0805 0.5569 0.8790
H -3.7002 1.7874 2.0988
H -2.6766 0.3133 1.9359
H -4.8624 0.4793 6.6331
H -3.8389 -0.9949 6.4701
H -5.5850 -1.1368 6.7489
```



# 5
A molecular structure, C13H29Br2GeKO4 at a distorted geometry, computed with wB97M-V/def2-TZVPD.

The total energy is -235064.12196 eV. The spin multiplicity is 1. The value obtained for the energy above the lowest of the compared OMol25 structures with the same formula, charge and spin is 22.7 kcal/mol. The HOMO energy is -5.39 eV.

XYZ file:
```
50
C13H29Br2GeKO4 (wB97M-V/def2-TZVPD)
K -0.8698 -0.9947 -0.2803
C -0.6810 -4.2527 -1.1194
C 0.0728 -4.0765 0.1874
O 1.0698 -3.0956 -0.0097
C 1.7284 -2.6719 1.1661
C 2.4779 -1.3970 0.8317
O 1.5463 -0.4063 0.4307
C 1.8977 0.3441 -0.7231
C 1.8008 -0.4593 -2.0141
O 0.4723 -0.9050 -2.1928
C 0.3372 -2.0267 -3.0466
C -1.0536 -2.6085 -2.8384
O -1.2590 -3.0177 -1.4953
H -1.4745 -4.9905 -0.9682
H 0.0037 -4.6215 -1.8880
H 0.5113 -5.0340 0.4920
H -0.6291 -3.7527 0.9687
H 2.4306 -3.4367 1.5180
H 1.0039 -2.4696 1.9663
H 3.1924 -1.6074 0.0321
H 3.0307 -1.0561 1.7121
H 2.9095 0.7526 -0.6344
H 1.1917 1.1765 -0.7519
H 2.4750 -1.3225 -1.9702
H 2.1202 0.1749 -2.8494
H 1.1031 -2.7714 -2.7986
H 0.4592 -1.7366 -4.0967
H -1.2194 -3.4343 -3.5363
H -1.8016 -1.8373 -3.0288
Br -2.4628 1.3617 0.3427
C -4.0681 0.8365 -1.2995
Br -4.0999 -1.1002 -1.5284
H -3.8609 1.2656 -2.2800
H -5.0622 1.1275 -0.9638
C -0.2813 4.1087 3.8726
Ge -0.3334 3.4822 1.9979
C 1.5005 3.4649 1.2416
C -1.3794 4.7930 0.9679
C -1.0312 1.6579 1.8702
H 0.1423 5.1134 3.9251
H 0.3201 3.4499 4.5001
H -1.2902 4.1434 4.2864
H 2.0860 4.3303 1.5558
H 1.4458 3.4718 0.1509
H 2.0311 2.5633 1.5547
H -1.0371 5.8048 1.1923
H -2.4405 4.7259 1.2082
H -1.2654 4.6182 -0.1022
H -1.5368 1.3578 2.7880
H -0.2233 0.9578 1.6563
```



# 6
C13H29BrOSi in the gas phase at a distorted geometry, computed with wB97M-V/def2-TZVPD.

Its SMILES is C[Si](C)(C)OCCCCCCCCCCBr. The total energy is -93919.80983 eV. The spin multiplicity is 1. The value obtained for the energy above the lowest of the compared OMol25 structures with the same formula, charge and spin is 29.9 kcal/mol. The HOMO energy is -9.30 eV.

XYZ file:
```
45
C13H29BrOSi (wB97M-V/def2-TZVPD)
C -0.2115 -2.4258 2.4221
Si 0.4861 -0.8159 3.0359
C 0.5897 -0.9540 4.9722
C 2.1209 -0.4578 2.3062
O -0.6620 0.3796 2.6465
C -1.9981 0.1198 3.1235
C -3.1261 0.2772 1.9748
C -2.6023 -0.2269 0.6302
C -1.4403 0.4882 -0.0179
C -1.3105 -0.1303 -1.4282
C -0.1223 0.3875 -2.2627
C 0.1563 -0.2964 -3.5914
C 1.4897 0.1625 -4.2170
C 1.7105 1.7128 -4.4034
C 3.0027 2.3465 -3.9167
Br 2.9962 2.2992 -2.0480
H -0.8832 -2.1818 1.6198
H 0.5380 -3.0798 1.9956
H -0.7047 -2.9834 3.2435
H -0.2758 -1.3531 5.4654
H 1.4107 -1.6226 5.1490
H 0.7090 -0.0194 5.4661
H 2.0143 -0.0302 1.2554
H 2.7738 -1.3139 2.1961
H 2.7117 0.2107 2.9243
H -1.9027 -0.8553 3.6752
H -2.2357 0.9785 3.7529
H -3.5857 1.2931 1.9457
H -4.0203 -0.2390 2.4033
H -3.4475 -0.3055 -0.0480
H -2.2827 -1.2646 0.7254
H -1.6933 1.5613 0.0402
H -0.4899 0.4492 0.5357
H -1.1023 -1.2234 -1.3803
H -2.2757 -0.0590 -1.9682
H -0.2416 1.5072 -2.3452
H 0.7677 0.2323 -1.6619
H -0.6075 0.0322 -4.2905
H 0.1472 -1.3580 -3.4939
H 2.3321 -0.1369 -3.5306
H 1.7290 -0.4414 -5.0805
H 1.6346 1.8952 -5.4849
H 0.8922 2.2494 -3.9215
H 3.8727 1.7670 -4.2653
H 3.1367 3.4252 -4.1489
```